The following is a DFT calculation (the ωB97M-V functional and the def2-TZVPD basis) of a molecular structure, C36H90BF4N6Na3O16P in a non-equilibrium geometry.

```
157
Properties=species:S:1:pos:R:3:forces:R:3
Na 1.337 6.124 0.565 1.55 -0.48 -0.16
Na 4.913 2.880 3.668 -0.04 0.63 -1.02
Na 4.469 2.165 -2.370 0.22 1.02 0.71
B 1.246 1.585 1.460 -1.94 -0.16 0.71
F 2.447 0.920 1.487 0.82 -0.54 0.51
F 1.137 2.615 2.398 0.73 0.55 1.10
F 1.021 2.130 0.254 0.25 1.24 -2.86
F 0.109 0.757 1.667 0.25 -0.99 0.59
P 5.601 5.637 0.129 -0.91 0.87 0.13
O 6.070 4.196 0.304 0.89 -2.00 0.55
O 4.910 6.120 1.455 -0.61 -0.20 0.58
O 4.519 5.565 -1.016 -1.61 -0.09 -0.98
O 6.639 6.657 -0.334 0.41 -0.17 0.08
C 0.150 5.184 -6.688 0.13 -0.20 0.26
O -0.586 5.114 -7.892 -0.19 0.25 0.00
C -1.261 6.324 -8.280 0.74 -0.66 0.78
C -0.266 7.282 -8.951 -2.35 -1.80 1.02
N 0.002 6.771 -10.270 0.38 1.34 -0.54
C 1.022 7.680 -10.771 0.41 -1.08 -2.73
C 1.620 7.193 -12.206 -0.25 -0.54 2.95
O 2.429 6.028 -11.874 -0.37 0.70 -0.31
C 2.956 5.395 -13.024 0.36 0.69 0.18
H 0.378 4.152 -6.422 0.17 0.11 0.01
H -0.364 5.635 -5.839 -0.75 -0.02 -0.06
H 1.069 5.770 -6.719 0.31 -0.09 -0.57
H -1.703 6.741 -7.375 -0.08 0.35 0.08
H -2.071 5.990 -8.929 0.15 0.27 -0.24
H 0.586 7.321 -8.273 0.41 0.33 -0.10
H -0.780 8.243 -8.973 0.36 0.28 -0.36
H 0.357 5.826 -10.274 0.11 -0.12 0.40
H 1.791 7.747 -10.001 0.71 0.27 -0.43
H 0.564 8.660 -10.906 0.06 0.11 -0.03
H 2.170 8.019 -12.657 0.46 -0.15 -0.05
H 0.834 6.873 -12.890 -0.30 0.13 0.07
H 3.625 4.578 -12.757 -0.42 -0.16 0.35
H 3.608 6.110 -13.526 -0.06 0.13 -0.51
H 2.155 5.062 -13.685 0.02 -0.13 -0.17
C 5.548 -4.975 -2.505 0.59 -0.27 -0.31
O 5.882 -3.577 -2.590 -0.04 -1.89 -0.09
C 4.810 -2.825 -2.118 -0.74 1.89 -0.14
C 3.807 -2.393 -3.188 0.44 -0.46 -0.86
N 4.403 -1.459 -4.228 -0.94 -0.85 0.96
C 3.485 -1.151 -5.329 0.63 1.02 -0.07
C 4.086 -0.198 -6.376 -0.52 1.25 0.45
O 4.246 1.195 -5.906 -0.20 -1.97 -0.17
C 4.351 2.166 -6.943 0.41 -0.55 0.50
H 5.432 -5.354 -1.490 -0.25 0.55 0.38
H 6.344 -5.613 -2.890 0.31 0.53 -0.35
H 4.657 -5.246 -3.072 -0.21 0.27 -0.05
H 5.207 -1.889 -1.725 0.25 -0.11 0.39
H 4.243 -3.345 -1.346 0.12 -0.07 0.23
H 2.907 -2.039 -2.686 0.14 0.68 -0.16
H 3.491 -3.325 -3.656 -0.28 -0.21 -0.48
H 5.070 -2.066 -4.682 0.78 0.14 0.20
H 2.566 -0.681 -4.979 -0.05 -0.19 0.21
H 3.253 -2.036 -5.921 -0.41 -0.34 0.04
H 3.341 -0.222 -7.172 -0.06 0.32 -0.33
H 5.006 -0.591 -6.808 0.36 0.14 0.19
H 5.193 1.964 -7.605 0.19 -0.15 -0.08
H 4.575 3.088 -6.407 -0.37 0.17 -0.35
H 3.449 2.192 -7.555 -0.20 0.28 0.10
C -0.474 -8.551 6.959 0.13 0.69 0.92
O -0.119 -7.592 6.000 -0.09 -0.37 -1.04
C -1.183 -6.783 5.548 0.11 1.94 -0.83
C -0.741 -5.914 4.304 0.53 -1.17 0.44
N -0.934 -6.610 3.025 -0.75 0.42 1.60
C -0.947 -5.741 1.886 -0.31 -0.47 -0.07
C -0.985 -6.564 0.675 1.17 -0.70 -1.79
O 0.239 -7.349 0.516 -1.18 0.37 -0.07
C 0.208 -8.015 -0.730 0.21 -0.35 0.14
H -0.912 -8.030 7.810 -0.54 0.00 0.21
H 0.438 -8.964 7.390 0.08 -0.29 -0.50
H -1.161 -9.324 6.615 0.05 -0.05 -0.24
H -1.472 -6.084 6.334 0.19 0.22 0.42
H -2.133 -7.255 5.299 0.23 -0.88 -0.21
H 0.325 -5.698 4.376 0.29 0.09 0.59
H -1.197 -4.924 4.302 -0.55 -0.25 -0.03
H -0.297 -7.394 3.001 0.20 0.20 -0.60
H -0.168 -4.986 1.778 0.40 0.07 0.41
H -1.909 -5.235 1.809 -0.12 0.44 0.54
H -1.072 -5.901 -0.186 0.08 0.14 -0.29
H -1.876 -7.192 0.645 0.07 -0.45 0.21
H -0.702 -8.603 -0.846 -0.27 0.01 -0.01
H 1.033 -8.723 -0.797 0.15 0.14 0.25
H 0.294 -7.332 -1.575 -0.08 0.27 -0.05
C -6.248 -4.585 1.163 0.22 0.67 0.82
O -6.295 -3.522 0.208 -0.75 -0.25 0.21
C -6.096 -2.202 0.752 0.12 -0.46 0.35
C -6.290 -1.085 -0.247 0.14 -0.95 -0.83
N -5.165 -0.971 -1.177 -0.91 0.46 0.10
C -5.175 -1.933 -2.279 0.60 1.00 -0.27
C -3.942 -1.729 -3.179 -0.54 -0.96 1.85
O -4.109 -2.474 -4.356 -0.08 1.24 -1.63
C -4.956 -1.880 -5.386 0.04 -1.30 0.65
H -6.392 -5.580 0.743 -0.05 0.41 -0.60
H -6.954 -4.477 1.986 -0.73 0.28 -0.23
H -5.324 -4.614 1.741 0.69 0.14 -0.39
H -5.070 -2.235 1.117 0.14 0.54 0.40
H -6.779 -1.898 1.545 -0.21 -0.91 0.62
H -6.542 -0.160 0.271 0.72 0.20 0.24
H -7.235 -1.277 -0.756 0.08 -0.24 -0.54
H -4.339 -0.991 -0.596 0.41 -0.18 -0.35
H -6.045 -1.690 -2.890 -0.29 -0.31 0.18
H -5.142 -2.984 -1.993 -0.52 -0.07 0.13
H -3.169 -2.245 -2.609 0.55 0.05 -0.35
H -3.649 -0.679 -3.183 -0.18 0.20 -0.93
H -6.003 -1.969 -5.097 -0.13 0.30 0.21
H -4.868 -2.542 -6.247 0.29 0.10 -0.02
H -4.744 -0.857 -5.697 0.41 0.05 0.40
C 5.427 -4.126 5.960 -0.48 -0.22 -0.15
O 5.711 -2.859 6.439 1.68 1.43 0.06
C 6.155 -1.880 5.445 -0.92 0.16 0.84
C 7.105 -0.817 6.019 0.05 0.15 0.03
N 6.458 0.343 6.619 -1.24 -1.39 0.43
C 5.639 -0.108 7.785 0.37 1.34 -0.73
C 5.152 1.131 8.459 -0.47 0.15 0.21
O 4.330 1.834 7.549 -0.81 1.14 0.83
C 3.629 2.909 8.211 -0.17 -0.15 -0.60
H 4.501 -4.110 5.385 -0.09 -0.15 -0.43
H 5.227 -4.758 6.826 0.25 -0.10 -0.02
H 6.248 -4.518 5.360 0.02 -0.26 -0.07
H 5.193 -1.468 5.141 0.27 0.60 -0.59
H 6.684 -2.262 4.572 -0.23 -0.87 0.12
H 7.754 -0.453 5.223 -0.06 -0.08 -0.19
H 7.757 -1.315 6.737 0.19 -0.34 0.19
H 7.123 1.028 6.948 0.28 -0.08 -0.03
H 6.219 -0.691 8.500 0.05 -0.36 0.01
H 4.743 -0.641 7.467 0.35 -0.32 -0.22
H 5.983 1.756 8.787 0.27 0.26 0.03
H 4.592 0.863 9.355 -0.22 -0.03 0.20
H 4.294 3.580 8.755 0.26 -0.04 -0.04
H 2.839 2.595 8.892 0.20 -0.66 0.31
H 3.066 3.491 7.481 0.43 -0.05 -0.38
C -3.155 0.883 7.434 0.13 1.97 -0.91
O -4.375 1.609 7.158 -0.30 -0.90 -0.40
C -4.639 1.854 5.760 -0.49 0.47 -0.10
C -5.872 2.775 5.662 0.99 -0.50 -0.30
N -7.129 2.040 5.840 -0.14 0.63 0.86
C -8.252 2.968 5.850 -0.17 0.11 -0.99
C -8.514 3.568 4.466 0.54 0.73 0.31
O -7.713 4.776 4.331 -1.48 -0.22 0.41
C -8.224 5.726 3.387 1.51 -1.18 0.23
H -2.894 0.195 6.629 -0.26 -0.45 0.29
H -3.091 0.494 8.450 -0.71 -0.33 -0.25
H -2.401 1.670 7.403 0.58 -0.12 -0.03
H -4.813 0.959 5.162 -0.15 -0.55 0.42
H -3.815 2.336 5.235 0.43 0.31 0.40
H -5.938 3.319 4.720 0.26 -0.56 -0.38
H -5.625 3.606 6.323 -0.64 0.08 0.86
H -7.150 1.651 6.772 0.48 -0.47 0.16
H -8.130 3.780 6.567 0.31 0.48 -0.07
H -9.188 2.522 6.187 0.17 -0.74 -0.13
H -9.598 3.672 4.430 -0.18 1.07 -0.26
H -8.282 2.945 3.602 0.27 -0.57 0.26
H -9.246 6.026 3.619 0.06 0.16 -0.14
H -8.093 5.265 2.408 -0.68 0.14 -0.41
H -7.472 6.515 3.411 -0.52 0.44 0.13
```
Positions in Å, forces in eV/Å.

Results
HOMO-LUMO gap, eV: 2.49
Charge: -1

Here are the Löwdin charges for atoms 1 to 2, given in e:
1 Na 0.74
2 Na 0.78